# 1
Computed, not measured: 2 unconnected molecules or ions with the total composition C9H14O, with wB97M-V/def2-TZVPD.

Computed properties:
Calculated total energy   -426.53520 Eh
Frontier orbital gap   9.91 eV
LUMO level   0.883 eV
Largest force on an atom   2.59 eV Å⁻¹

Each line ends with the Löwdin charge.
Atoms and positions in Å:
C1 -2.665 -1.362 -1.578  -0.06
C2 -1.622 -1.477 -0.513  -0.28
C3 -1.907 -1.332 0.847  -0.06
C4 -0.916 -1.124 1.791  -0.08
C5 0.398 -1.448 1.434  -0.11
C6 0.666 -1.777 0.125  -0.10
C7 -0.311 -1.753 -0.880  -0.05
H1 -3.221 -0.432 -1.568  0.08
H2 -3.474 -2.089 -1.478  0.08
H3 -2.220 -1.532 -2.556  0.07
H4 -2.951 -1.163 1.097  0.11
H5 -1.231 -0.856 2.791  0.10
H6 1.167 -1.480 2.194  0.10
H7 1.682 -1.902 -0.227  0.10
H8 0.056 -1.826 -1.889  0.10
C8 2.878 2.173 -0.019  -0.08
C9 1.864 3.054 -0.760  -0.32
O1 0.679 3.325 -0.036  -0.07
H9 3.320 1.470 -0.730  0.07
H10 2.389 1.608 0.750  0.06
H11 3.766 2.698 0.343  0.07
H12 2.339 3.849 -1.342  0.11
H13 1.527 2.412 -1.589  0.10
H14 0.794 3.003 0.859  0.07

# 2
Computed, not measured: 2 unconnected molecules or ions with the total composition C9H14O, with wB97M-V/def2-TZVPD.

Computed properties:
Calculated total energy   -426.49898 Eh
Frontier orbital gap   9.12 eV
LUMO level   0.758 eV
Largest force on an atom   4.95 eV Å⁻¹

Each line ends with the Löwdin charge.
Atoms and positions in Å:
C1 -0.238 -1.690 -2.514  -0.09
C2 -0.021 -0.527 -1.621  -0.31
C3 0.911 -0.497 -0.557  -0.12
C4 1.154 0.428 0.382  -0.09
C5 0.380 1.609 0.205  -0.28
O1 0.520 2.876 0.822  -0.02
C6 -0.559 1.644 -0.855  -0.03
C7 -0.816 0.588 -1.731  -0.06
H1 0.600 -2.219 -3.017  0.08
H2 -1.003 -1.446 -3.403  0.12
H3 -0.778 -2.569 -2.080  0.08
H4 1.360 -1.519 -0.472  0.13
H5 1.927 0.286 1.146  0.12
H6 1.500 2.999 1.102  0.15
H7 -1.007 2.680 -1.133  0.14
H8 -1.676 0.604 -2.444  0.12
C8 -0.832 -2.163 2.939  -0.19
C9 -0.261 -1.316 1.907  -0.21
H9 -0.155 -2.949 3.182  0.06
H10 -1.010 -1.527 3.889  0.10
H11 -1.811 -2.523 2.710  0.06
H12 -0.407 -1.779 0.900  0.09
H13 0.786 -1.166 2.100  0.06
H14 -0.806 -0.331 2.023  0.11

# 3
Computed, not measured: 2 unconnected molecules or ions with the total composition C9H14O, with wB97M-V/def2-TZVPD.

Computed properties:
Calculated total energy   -426.53036 Eh
Frontier orbital gap   9.21 eV
LUMO level   0.891 eV
Largest force on an atom   2.82 eV Å⁻¹

Each line ends with the Löwdin charge.
Atoms and positions in Å:
C1 -2.161 -2.023 1.071  -0.07
C2 -1.644 -0.601 0.945  -0.28
C3 -0.480 -0.240 1.616  -0.02
C4 0.060 1.017 1.237  -0.05
C5 -0.493 1.694 0.136  -0.35
O1 0.030 2.889 -0.306  0.03
C6 -1.662 1.328 -0.531  0.00
C7 -2.162 0.104 -0.133  -0.05
H1 -1.683 -2.841 0.528  0.08
H2 -3.181 -2.108 0.738  0.06
H3 -2.165 -2.355 2.126  0.08
H4 -0.035 -0.889 2.333  0.11
H5 0.708 1.610 1.862  0.11
H6 0.797 3.149 0.214  0.10
H7 -2.072 1.886 -1.369  0.12
H8 -3.021 -0.343 -0.619  0.11
C8 2.190 0.282 -0.755  -0.17
C9 2.561 -0.864 -1.662  -0.17
H9 1.137 0.203 -0.587  0.02
H10 2.587 0.246 0.246  0.06
H11 2.477 1.273 -1.166  0.09
H12 2.557 -1.872 -1.256  0.06
H13 3.595 -0.857 -2.030  0.06
H14 2.058 -0.690 -2.638  0.08

# 4
Computed, not measured: 2 unconnected molecules or ions with the total composition C9H14O, with wB97M-V/def2-TZVPD.

Computed properties:
Calculated total energy   -426.55518 Eh
Frontier orbital gap   9.22 eV
LUMO level   0.846 eV
Largest force on an atom   1.52 eV Å⁻¹

Each line ends with the Löwdin charge.
Atoms and positions in Å:
C1 -0.788 0.383 2.892  -0.05
C2 -0.034 0.642 1.604  -0.29
C3 1.282 0.183 1.456  -0.06
C4 2.081 0.630 0.425  -0.03
C5 1.520 1.461 -0.544  -0.33
O1 2.233 1.900 -1.628  0.04
C6 0.170 1.770 -0.522  -0.02
C7 -0.592 1.399 0.582  -0.05
H1 -0.195 0.821 3.702  0.08
H2 -0.816 -0.678 3.130  0.08
H3 -1.770 0.847 2.874  0.07
H4 1.598 -0.469 2.262  0.11
H5 3.079 0.214 0.299  0.11
H6 3.128 1.524 -1.574  0.11
H7 -0.211 2.125 -1.457  0.11
H8 -1.556 1.882 0.711  0.11
C8 -1.868 -1.630 -1.791  -0.17
C9 -0.392 -2.059 -1.843  -0.15
H9 -2.432 -2.152 -1.015  0.06
H10 -1.911 -0.578 -1.533  0.04
H11 -2.416 -1.735 -2.729  0.06
H12 0.076 -1.548 -1.005  0.04
H13 0.137 -1.823 -2.759  0.06
H14 -0.323 -3.107 -1.536  0.06